{"formula": "C4H10NO3", "method": "ωB97M-V/def2-TZVPD", "elements": ["O", "C", "C", "C", "C", "O", "N", "H", "H", "H", "H", "H", "H", "H", "H", "H", "H", "O"], "xyz": [[2.303371, 1.778855, 2.239814], [1.795576, 1.314860, 1.101836], [0.850269, 0.200529, 0.973611], [0.406824, -0.339313, -0.455423], [-0.938071, 0.229244, -0.865372], [-1.453354, -0.125237, -2.074962], [0.267629, -0.225148, 2.218821], [2.093850, 0.058454, 0.955343], [2.165540, 1.763839, 0.144871], [1.166423, 0.052654, -1.191911], [0.186873, -1.445764, -0.491733], [-0.659815, 1.305666, -0.835985], [-1.681843, 0.048569, 0.002928], [-0.747026, 0.071382, 2.237888], [0.995404, 0.078738, 2.886128], [-1.926470, -2.320872, -3.185284], [-2.158276, -1.503027, -1.960739], [-2.599474, -2.274308, -2.492498]], "forces_ev_per_angstrom": [[-2.1, -1.6, -3.5], [0.9, 2.9, 2.6], [0.5, 0.3, -1.0], [0.3, -0.4, 0.9], [-1.2, 1.6, -0.1], [1.0, -0.1, 1.3], [0.2, -0.4, -1.5], [-0.1, -2.2, -0.1], [-0.2, -0.6, 0.4], [-0.6, -0.9, 0.6], [1.3, 0.8, 0.3], [-0.7, 0.5, 0.1], [0.7, 0.2, -0.6], [2.0, -0.2, 0.5], [-1.6, 0.4, 0.5], [-0.3, 0.0, 0.1], [-0.5, 0.1, -1.1], [0.4, -0.4, 0.5]], "lowdin_charge": [-0.17, -0.31, -0.32, -0.15, -0.52, -0.31, 0.06, 0.17, 0.14, 0.12, 0.13, 0.09, 0.11, 0.11, 0.08, -0.01, -0.02, -0.20], "total_charge": -1, "homo_energy_ev": -3.816, "orbital_gap_ev": 7.325, "lumo_energy_ev": 3.51, "e_above_lowest_kcal_mol": 118.9, "total_energy_ev": -11940.2393, "mol_weight_da": 120.1, "spin_multiplicity": 1}